{"formula": "C23H32BCrF4N5OS", "method": "ωB97M-V/def2-TZVPD", "total_energy_ha": -3111.986573, "orbital_gap_ev": [6.78, 7.86], "spin_multiplicity": 5, "total_charge": 0, "e_lumo_ev": [-0.558, -0.721], "symbols": ["Cr", "S", "F", "F", "F", "F", "O", "N", "N", "N", "N", "N", "C", "C", "C", "C", "C", "C", "C", "C", "C", "C", "C", "C", "C", "C", "C", "C", "C", "C", "C", "C", "C", "C", "C", "B", "H", "H", "H", "H", "H", "H", "H", "H", "H", "H", "H", "H", "H", "H", "H", "H", "H", "H", "H", "H", "H", "H", "H", "H", "H", "H", "H", "H", "H", "H", "H", "H"], "positions_angstrom": [[1.950869, -0.490309, -1.126604], [0.552277, 1.665281, -0.614309], [2.999013, -1.969257, -2.885354], [1.793945, -1.529546, -4.805839], [1.999107, 0.054523, -3.132826], [3.817366, -0.483623, -4.441995], [0.351227, -1.715653, -0.810174], [1.176297, -1.798392, 1.354485], [3.909290, 0.144686, -0.733527], [2.215700, -1.125623, 0.759685], [-1.707144, 0.398188, -1.309749], [-1.300598, 0.525993, 0.920715], [3.236378, -0.708994, 1.417178], [6.363636, 1.006443, 0.172608], [5.460755, 0.427395, 1.055335], [-1.009801, -2.669643, 0.874791], [-3.121971, 1.376586, 3.910547], [-2.549062, 3.008543, -3.693878], [-1.082659, 2.280031, 2.667669], [-1.295265, -2.838658, 2.227484], [4.241166, -0.009655, 0.568497], [-0.895617, 0.811679, -0.324431], [-3.378256, 1.768265, -3.382416], [6.028883, 1.127409, -1.163080], [-3.458163, -3.726270, 1.661992], [-2.588850, 2.380592, 2.894131], [0.262700, -2.030369, 0.423824], [4.780132, 0.686014, -1.579591], [-1.951200, -3.039522, -0.081280], [-2.517629, -3.363796, 2.618214], [-3.171839, -3.568929, 0.312911], [-0.624475, 0.923599, 2.146398], [3.447794, -0.897325, 2.879709], [-1.359925, 0.342244, -2.727363], [-2.608397, 0.465156, -3.585458], [2.680087, -1.034598, -3.889396], [5.702800, 0.308877, 2.101341], [0.445272, 0.932987, 1.945417], [-3.897786, -3.863960, -0.433852], [7.324705, 1.350628, 0.530799], [-3.157022, 3.912564, -3.648584], [-0.835263, -0.592196, -2.937751], [-1.727730, 3.131278, -2.986143], [-0.662484, 1.151186, -2.925561], [-2.827756, 3.393564, 3.225110], [-3.105963, 2.250696, 1.938813], [-3.736942, 1.824751, -2.350475], [2.605440, -1.439343, 3.300182], [-0.556468, 2.466615, 3.609229], [3.539227, 0.069889, 3.378742], [-0.813331, 0.133324, 2.874353], [-4.181054, 1.538899, 4.111273], [4.363624, -1.457773, 3.075712], [-3.014278, 0.344501, 3.567840], [-2.587373, 1.459023, 4.859517], [-4.269325, 1.749135, -4.014434], [-4.411191, -4.136931, 1.969284], [4.459131, 0.754435, -2.611829], [6.712128, 1.551787, -1.883711], [-2.443830, -0.238602, -1.034907], [-2.287201, 0.382387, -4.626994], [-0.551736, -2.554204, 2.958992], [-2.115990, 2.948685, -4.694717], [-0.758471, 3.049386, 1.963158], [-2.736889, -3.491497, 3.670432], [-2.143451, -0.019915, 1.020926], [-3.268457, -0.390227, -3.402751], [-1.708138, -2.912384, -1.128347]], "atomic_forces_ev_per_a": [[0.00, -0.23, -0.41], [-0.10, 0.19, 0.00], [0.00, -0.02, 0.05], [0.03, 0.01, 0.02], [-0.09, -0.04, 0.10], [0.02, 0.00, -0.01], [0.09, 0.00, 0.06], [0.19, 0.13, -0.12], [0.04, 0.06, 0.19], [-0.15, 0.02, 0.21], [0.05, -0.06, 0.04], [-0.03, 0.04, -0.01], [0.23, 0.09, -0.18], [-0.01, -0.01, 0.03], [0.01, 0.03, -0.07], [0.11, 0.06, -0.02], [-0.01, -0.03, 0.02], [0.02, 0.03, 0.00], [0.01, 0.00, 0.00], [-0.02, -0.03, -0.01], [-0.14, -0.15, 0.12], [-0.05, 0.03, -0.07], [-0.01, 0.01, 0.02], [-0.05, -0.03, -0.04], [-0.02, 0.00, 0.01], [-0.01, 0.00, -0.01], [-0.21, -0.13, 0.07], [0.03, 0.06, 0.06], [-0.03, 0.01, 0.01], [0.02, 0.02, -0.01], [0.00, 0.00, -0.01], [0.01, -0.06, 0.00], [-0.06, -0.04, 0.04], [0.05, 0.05, 0.10], [0.01, -0.01, -0.03], [-0.04, -0.01, -0.16], [0.01, 0.00, 0.00], [-0.01, 0.01, 0.02], [0.00, 0.00, 0.00], [0.01, 0.00, 0.00], [-0.01, -0.01, 0.01], [0.02, -0.03, 0.00], [0.01, 0.00, 0.01], [0.02, 0.02, -0.01], [0.01, 0.00, 0.01], [-0.01, 0.00, 0.00], [-0.01, -0.01, 0.00], [0.00, 0.00, -0.01], [0.00, 0.02, 0.01], [0.00, 0.01, 0.00], [0.00, 0.00, 0.01], [-0.01, 0.01, -0.01], [0.01, -0.01, -0.02], [0.00, 0.00, -0.01], [0.00, 0.01, 0.01], [0.01, 0.00, -0.01], [-0.01, 0.00, 0.00], [0.04, 0.01, 0.01], [0.01, 0.02, 0.01], [-0.01, 0.02, 0.01], [-0.03, 0.00, -0.01], [0.01, 0.00, 0.01], [0.00, -0.01, -0.01], [-0.01, -0.01, -0.01], [-0.01, 0.00, 0.00], [0.01, -0.01, 0.02], [0.00, 0.00, 0.02], [0.01, 0.00, 0.00]]}